{
  "formula": "C2H7ClNO2P",
  "method": "ωB97M-V/def2-TZVPD",
  "e_above_lowest_kj_mol": 332.40,
  "smiles": "COP(NCl)OC",
  "charge": 0,
  "lumo_energy_ev": 0.96,
  "orbital_gap_ha": 0.3555,
  "elements": ["C", "O", "P", "N", "Cl", "O", "C", "H", "H", "H", "H", "H", "H", "H"],
  "positions_angstrom": [[-0.14172, -2.16544, -0.00717], [0.18752, -0.75256, -0.25428], [1.14807, 0.29148, 0.62169], [2.50806, 0.33873, -0.35448], [3.91430, -0.55488, 0.04498], [0.70266, 1.59664, -0.06823], [-0.62168, 2.10002, -0.08249], [0.68999, -2.81121, -0.30994], [-1.21487, -2.28132, -0.32688], [-0.17748, -2.15922, 1.03679], [2.74011, 1.38036, -0.43856], [-0.81069, 2.21214, -1.18337], [-0.68087, 3.01451, 0.44988], [-1.09844, 1.33309, 0.40698]],
  "forces_ev_per_a": [[-0.26, 2.43, 0.07], [0.09, -0.23, -0.66], [-0.80, -3.65, 1.44], [1.99, 2.12, -1.05], [-0.09, -0.05, 0.24], [0.20, 3.17, -0.96], [1.57, 0.05, -2.31], [-0.77, -0.05, -0.59], [1.53, -0.45, -0.37], [-0.14, -0.88, 1.97], [0.02, -2.09, -0.11], [-0.67, -0.03, 1.27], [-0.04, 0.94, 0.39], [-2.62, -1.28, 0.68]],
  "lowdin_charge": [-0.10, -0.41, 0.67, -0.68, 0.49, -0.41, -0.08, 0.09, 0.10, 0.03, 0.07, 0.12, 0.08, 0.03]
}

{
  "formula": "C2H7ClOSi",
  "method": "ωB97M-V/def2-TZVPD",
  "e_above_lowest_kj_mol": 539.16,
  "charge": 0,
  "lumo_energy_ev": 0.54,
  "orbital_gap_ha": 0.3233,
  "elements": ["C", "C", "O", "Si", "Cl", "H", "H", "H", "H", "H", "H", "H"],
  "positions_angstrom": [[0.33802, -2.12298, -0.15339], [-1.27962, 1.93968, -0.40271], [0.93782, -0.91367, -0.63233], [1.05070, 0.59958, -0.10585], [-2.43771, 0.77473, -1.04510], [1.05949, -2.86450, 0.39417], [0.14415, -2.77476, -0.98730], [-0.66793, -1.92918, 0.33339], [-1.59825, 2.18851, 0.66457], [-1.24703, 2.81927, -1.14441], [2.01091, 1.35365, -1.11473], [1.31215, 0.65480, 1.35818]],
  "forces_ev_per_a": [[0.04, -1.04, 0.72], [1.88, -0.02, 0.73], [-0.12, -1.18, 0.06], [-1.59, 2.50, -1.18], [-0.19, -0.29, -0.11], [-1.08, 2.12, -0.06], [-0.40, 0.25, -0.88], [1.48, -0.26, -0.13], [0.54, -0.04, -1.68], [0.23, -1.34, 1.51], [-0.88, -0.83, 1.30], [0.09, 0.13, -0.28]],
  "lowdin_charge": [-0.14, -0.67, -0.41, 0.68, 0.37, 0.12, 0.06, 0.10, -0.01, 0.00, -0.03, -0.06]
}

{
  "formula": "C2H7CoO3",
  "method": "ωB97M-V/def2-TZVPD",
  "e_above_lowest_kj_mol": 0.00,
  "multiplicity": 4,
  "charge": 1,
  "lumo_energy_ev": [-4.76, -6.27],
  "orbital_gap_ha": [0.3263, 0.2709],
  "elements": ["O", "C", "C", "O", "H", "H", "H", "H", "H", "H", "Co", "O", "H"],
  "positions_angstrom": [[-0.36250, 0.43434, 1.19208], [-1.70463, 0.57400, 0.90043], [-2.15386, -0.36983, -0.20749], [-3.49191, -0.75786, 0.04152], [2.61735, 0.81148, -1.30743], [-1.92469, 1.61041, 0.57567], [-2.33651, 0.38301, 1.79092], [-1.48589, -1.25035, -0.22564], [-2.06725, 0.14652, -1.17994], [-3.69375, -1.55335, -0.45640], [1.15527, -0.00644, 0.60906], [2.61030, 0.20272, -0.55020], [3.37170, -0.38436, -0.62999]],
  "forces_ev_per_a": [[0.90, -0.25, 0.35], [-1.85, 0.63, -0.05], [-0.04, -0.36, -0.44], [0.35, 0.23, 0.12], [-0.03, -0.08, 0.14], [0.30, -0.34, 0.32], [0.54, -0.04, -0.28], [-0.09, 0.15, 0.08], [-0.02, -0.23, 0.16], [-0.08, -0.02, -0.11], [-1.14, 0.34, 0.49], [0.94, -0.01, -0.72], [0.22, -0.04, -0.05]],
  "lowdin_charge": [-0.26, -0.26, -0.26, -0.04, 0.14, 0.14, 0.14, 0.12, 0.12, 0.10, 0.93, -0.01, 0.13]
}

{
  "formula": "C2H7FN3O2",
  "method": "ωB97M-V/def2-TZVPD",
  "charge": 1,
  "lumo_energy_ev": -5.32,
  "orbital_gap_ha": 0.3099,
  "elements": ["C", "C", "N", "N", "N", "O", "O", "F", "H", "H", "H", "H", "H", "H", "H"],
  "positions_angstrom": [[-0.01939, 1.42340, 0.61326], [-0.02603, 0.18527, -0.34583], [-0.87888, 3.52039, 1.08806], [0.48236, -3.09492, -1.11007], [0.32897, -0.89262, 0.20122], [0.37180, 1.29908, 1.75934], [-0.52346, 2.53584, 0.14074], [-0.33841, -2.66378, -2.08425], [-0.13812, 0.15640, -1.51241], [-0.32356, 3.42526, 1.87381], [-0.73549, 4.50236, 0.77594], [1.27256, -3.53793, -1.64266], [-0.01849, -3.90606, -0.68479], [0.24954, -1.05685, 1.25931], [0.29661, -1.89585, -0.33167]],
  "forces_ev_per_a": [[-0.06, 0.18, 1.81], [0.79, 1.33, -1.43], [-1.60, 1.14, -0.67], [1.24, -3.01, 0.65], [-1.91, -2.19, 1.73], [-0.35, -0.52, -1.35], [-0.05, 0.14, -1.67], [-1.64, 0.80, -1.87], [0.06, 0.54, 2.38], [1.54, -0.75, 2.01], [0.10, -1.38, -0.92], [-0.47, 0.70, 0.86], [0.35, 0.55, -0.31], [0.78, 1.29, -1.60], [1.22, 1.19, 0.39]],
  "lowdin_charge": [-0.44, 0.07, 0.13, 0.03, 0.19, 0.12, 0.00, -0.07, 0.19, 0.06, 0.14, 0.17, 0.15, 0.20, 0.06]
}

{
  "formula": "C2H7FN5",
  "method": "ωB97M-V/def2-TZVPD",
  "e_above_lowest_kj_mol": 121.88,
  "charge": 1,
  "lumo_energy_ev": -3.78,
  "orbital_gap_ha": 0.3795,
  "elements": ["C", "C", "N", "N", "N", "N", "N", "F", "H", "H", "H", "H", "H", "H", "H"],
  "positions_angstrom": [[0.31782, 1.64564, 0.04173], [1.37972, -0.67381, 0.07998], [-0.17475, 2.67933, 0.30305], [2.67152, -0.72274, -0.04054], [0.63110, -1.71949, 0.48169], [-2.98912, 0.55274, -0.43516], [0.81426, 0.56042, 0.20238], [-1.99127, -0.28776, 0.17394], [-0.83878, 3.31967, 0.04877], [3.19931, -1.62635, -0.28384], [3.14383, 0.10863, -0.35363], [0.96407, -2.70334, 0.28699], [-3.86227, 0.27061, 0.00068], [-0.27203, -1.56945, 0.89668], [-2.99342, 0.16592, -1.40273]],
  "forces_ev_per_a": [[-0.64, -0.12, 1.27], [-2.93, 1.72, 2.48], [1.46, -0.41, -0.06], [2.90, -2.44, -1.88], [1.67, -1.38, -1.46], [0.62, -0.16, -1.06], [1.47, -2.82, -0.73], [-0.50, 0.09, 0.00], [-1.69, 1.60, -0.69], [-1.29, 1.82, 0.82], [0.00, 0.17, -0.03], [-0.67, 1.76, 0.60], [0.03, -0.30, 0.19], [-0.24, 0.11, -0.31], [-0.19, 0.34, 0.86]],
  "lowdin_charge": [-0.23, -0.41, 0.29, 0.21, 0.21, 0.08, 0.19, -0.20, 0.08, 0.19, 0.14, 0.17, 0.08, 0.11, 0.10]
}

{
  "formula": "C2H7FS",
  "method": "ωB97M-V/def2-TZVPD",
  "e_above_lowest_kj_mol": 40.44,
  "smiles": "CCS.F",
  "charge": 0,
  "lumo_energy_ev": 0.68,
  "orbital_gap_ha": 0.3477,
  "elements": ["C", "C", "S", "H", "H", "H", "H", "H", "H", "F", "H"],
  "positions_angstrom": [[-0.34355, 0.45083, 0.14444], [1.09086, 0.56699, -0.35255], [2.05956, -0.96275, -0.16964], [-0.88495, 1.38755, -0.03124], [-0.37161, 0.24115, 1.21900], [-0.86979, -0.35597, -0.36967], [1.61470, 1.38805, 0.14287], [1.11021, 0.77884, -1.42677], [1.96105, -1.05265, 1.16609], [-2.40606, -0.85670, -0.23999], [-2.96041, -1.58535, -0.08254]],
  "forces_ev_per_a": [[0.62, 0.02, -0.26], [-0.03, 0.30, 0.11], [-0.04, 0.04, 0.04], [0.06, -0.09, 0.02], [0.02, 0.02, -0.11], [1.27, 0.77, 0.21], [0.06, -0.11, -0.07], [0.01, -0.06, 0.14], [0.00, 0.02, -0.06], [-1.95, -1.00, 0.05], [-0.01, 0.10, -0.07]],
  "lowdin_charge": [-0.20, -0.64, 0.66, 0.08, 0.07, 0.03, 0.06, 0.06, -0.16, -0.07, 0.11]
}

{
  "formula": "C2H7FeO3",
  "method": "ωB97M-V/def2-TZVPD",
  "e_above_lowest_kj_mol": 391.71,
  "multiplicity": 6,
  "charge": 0,
  "lumo_energy_ev": [0.15, -1.39],
  "orbital_gap_ha": [0.2919, 0.2663],
  "elements": ["O", "Fe", "H", "C", "H", "H", "H", "O", "C", "O", "H", "H", "H"],
  "positions_angstrom": [[1.50840, -0.40182, -0.18188], [2.76700, 0.92966, -0.37762], [0.57153, -0.35615, -0.48245], [1.43113, -2.39480, 0.67446], [2.51369, -2.26088, 0.81456], [0.70040, -1.96144, 1.37107], [1.00276, -2.69148, -0.29586], [1.32604, -3.96564, 1.43589], [1.20937, -5.76504, 0.00333], [2.09013, -4.94609, 0.73727], [0.78613, -5.22078, -0.85580], [1.81478, -6.60748, -0.35686], [0.39818, -6.13477, 0.64635]],
  "forces_ev_per_a": [[-1.03, 1.38, -0.91], [-0.14, -0.12, 0.01], [1.13, 0.09, 0.30], [-0.39, -4.90, 1.72], [-0.93, 0.29, -0.35], [0.76, 0.12, -0.41], [0.69, 0.60, 0.44], [-0.18, 1.89, -0.81], [-0.17, 0.11, -0.01], [0.24, 0.41, -0.04], [0.00, -0.16, 0.14], [-0.14, 0.22, 0.07], [0.16, 0.05, -0.16]],
  "lowdin_charge": [-0.58, 0.67, 0.02, 0.01, 0.08, 0.08, 0.07, -0.24, -0.13, -0.23, 0.08, 0.09, 0.08]
}

{
  "formula": "C2H7N",
  "method": "ωB97M-V/def2-TZVPD",
  "e_above_lowest_kj_mol": 0.00,
  "multiplicity": 2,
  "charge": -1,
  "lumo_energy_ev": [4.60, 4.54],
  "orbital_gap_ha": [0.1263, 0.2754],
  "elements": ["C", "N", "H", "H", "H", "C", "H", "H", "H", "H"],
  "positions_angstrom": [[-1.21138, -1.47307, 0.35429], [-0.38873, -1.24228, 1.39682], [-1.73198, -0.62637, -0.09786], [-1.43231, -2.47072, -0.04676], [0.13073, -2.08579, 1.64215], [0.92673, 1.57768, -0.64732], [0.87775, 0.61991, -0.12845], [1.24824, 2.35193, 0.04625], [-0.05662, 1.81557, -1.04566], [1.63758, 1.53312, -1.47346]],
  "forces_ev_per_a": [[-0.44, -0.26, -0.68], [0.75, 0.37, 0.72], [-0.07, -0.15, 0.05], [0.00, 0.14, -0.06], [-0.20, -0.04, -0.07], [0.13, -0.08, -0.09], [-0.11, -0.02, 0.03], [-0.04, 0.08, 0.07], [-0.05, 0.01, 0.05], [0.02, -0.04, -0.02]],
  "lowdin_charge": [-0.46, -0.24, -0.07, -0.06, -0.09, -0.07, -0.02, 0.00, 0.00, 0.00]
}

{
  "formula": "C2H7N",
  "method": "ωB97M-V/def2-TZVPD",
  "e_above_lowest_kj_mol": 140.59,
  "multiplicity": 2,
  "charge": -1,
  "lumo_energy_ev": [4.70, 4.65],
  "orbital_gap_ha": [0.2018, 0.2096],
  "elements": ["C", "N", "C", "H", "H", "H", "H", "H", "H", "H"],
  "positions_angstrom": [[-1.49103, 0.08270, 0.49390], [-1.52853, 0.47025, -0.88685], [1.73457, -0.26824, -0.25250], [-1.18977, 0.70022, 1.36805], [-2.12254, -0.78225, 0.78203], [-2.41831, 0.93101, -0.55976], [2.45383, -0.14466, 0.56336], [1.07819, 0.59652, -0.35478], [1.21299, -1.16898, 0.04072], [2.27061, -0.41654, -1.19417]],
  "forces_ev_per_a": [[0.34, -1.04, -0.57], [-0.69, 0.48, 2.59], [0.68, 0.03, 0.22], [0.17, 0.05, -0.34], [0.21, 0.00, 0.33], [-0.08, 0.52, -1.94], [0.18, 0.41, -0.17], [-0.22, -0.33, 0.13], [-0.60, -0.02, -0.36], [0.00, -0.10, 0.11]],
  "lowdin_charge": [-0.45, -0.30, -0.08, -0.02, -0.03, -0.09, 0.00, -0.01, 0.00, 0.00]
}